Entry 1:
Density functional theory data (the ωB97M-V functional and the def2-TZVPD basis) for a 8-piece molecular cluster, H16O8 overall in a non-equilibrium geometry.

Geometry as XYZ:
```
24
Properties=species:S:1:pos:R:3:forces:R:3
O -13.325149 7.068138 -28.730778 4.94 0.06 -1.62
H -14.165261 7.095013 -28.443186 -4.60 -0.16 1.51
H -13.137782 6.195365 -29.092556 -0.36 0.01 0.13
O -12.906169 4.114750 -29.968170 0.45 -0.59 -0.47
H -12.421824 3.313310 -30.247553 0.08 0.74 -0.04
H -13.482618 3.761146 -29.299243 -0.65 0.07 0.54
O -15.541182 4.221361 -27.190269 -0.10 -1.01 -0.49
H -16.350348 4.109829 -26.697591 -0.53 0.75 0.58
H -15.504928 3.281718 -27.484090 0.61 0.59 -0.02
O -10.414845 3.096297 -28.542377 0.24 -0.59 -0.11
H -10.384878 3.899775 -28.054175 1.20 1.79 0.23
H -11.262385 2.889919 -28.187978 -1.42 -1.09 -0.05
O -15.097015 1.556980 -27.521121 -1.56 -0.95 0.62
H -14.412116 1.436976 -28.165192 0.69 -0.12 -0.52
H -15.715173 0.794087 -27.593615 0.69 0.89 -0.02
O -12.649369 1.048234 -28.752126 1.05 -0.95 1.46
H -11.909211 0.889809 -28.092549 -0.94 0.71 -0.93
H -13.044793 0.164256 -28.723566 -0.20 0.02 -0.33
O -10.596482 6.031497 -30.446986 0.92 -0.24 -0.29
H -11.475372 5.705706 -30.310395 -0.75 -0.37 0.09
H -10.593778 6.927970 -30.131913 -0.12 0.57 0.19
O -10.619039 0.421255 -30.481992 -1.59 1.51 0.36
H -11.470942 0.676586 -30.008490 1.73 -0.47 -1.05
H -10.457352 -0.475718 -30.254323 0.23 -1.20 0.23
```
Forces are in eV/Å.

Summary:
LUMO energy in eV: -0.575
Electronic energy in Eh: -611.47042
Relative energy (zero: lowest compared OMol25 entry of this formula, charge and spin) in kcal/mol: 70.4
SMILES: O.O.O.O.O.O.O.O
Gap between HOMO and LUMO in hartree: 0.3745

---

Entry 2:
Density functional theory data (the ωB97M-V functional and the def2-TZVPD basis) for C26H29F6N5O2S4SbY as an isolated structure in a non-equilibrium geometry.

Geometry as XYZ:
```
74
Properties=species:S:1:pos:R:3:forces:R:3
Y 0.805912 0.148417 0.081332 0.88 0.68 0.40
C 4.435195 -2.114430 1.839526 -0.06 0.00 0.06
C 3.180172 -1.815460 1.092697 0.01 -0.06 -0.11
N 2.103235 -1.313028 1.580741 0.01 0.07 0.07
N 1.988509 -1.105826 2.934454 0.11 -0.05 0.00
C 0.772153 -0.812511 3.440478 -0.06 0.04 -0.03
N 0.648339 -0.784592 4.755047 0.02 0.01 0.03
S -0.563927 -0.426810 2.447607 -0.10 -0.11 0.09
C 3.093059 -2.151250 -0.355687 -0.06 -0.10 0.02
C 4.047022 -2.941495 -0.961525 0.03 0.02 -0.02
C 3.882848 -3.298239 -2.296885 -0.02 0.00 0.01
C 2.766663 -2.852398 -2.975431 0.01 -0.05 0.02
C 1.857240 -2.056443 -2.297767 0.06 0.14 -0.02
N 2.002409 -1.703935 -1.017816 0.00 -0.09 -0.06
H 4.511270 -1.572403 2.780122 0.01 -0.01 0.00
H 4.523961 -3.184505 2.041220 0.01 0.00 0.00
H 5.286876 -1.810198 1.231951 0.01 -0.02 0.00
H 2.734086 -1.423063 3.543312 -0.06 0.02 -0.03
H 1.411699 -0.980538 5.386894 -0.01 0.00 0.00
H -0.236126 -0.520399 5.162192 0.02 -0.03 -0.02
H 4.917339 -3.276308 -0.417236 0.00 -0.01 0.00
H 4.624837 -3.910671 -2.791102 0.00 0.00 0.00
H 2.600027 -3.095510 -4.014743 0.00 -0.01 0.00
H 0.995717 -1.657689 -2.818905 0.02 0.02 0.01
O -0.173879 2.040120 0.434878 -0.44 0.06 -0.34
S -1.386719 2.858415 0.947866 0.14 0.03 0.18
C -1.603047 4.261766 -0.185063 -0.13 -0.04 0.03
C -0.659565 5.417019 -0.111776 0.04 -0.07 0.02
C -1.088525 6.626087 0.426221 -0.02 0.01 -0.03
C -0.227730 7.714269 0.456612 -0.03 0.01 0.02
C 1.061319 7.590017 -0.040801 0.04 -0.02 -0.01
C 1.488559 6.382446 -0.581014 0.02 0.02 0.01
C 0.627453 5.299317 -0.622589 0.04 0.07 0.01
C -0.828893 3.609384 2.516570 -0.08 0.07 0.04
C 0.634322 3.917585 2.652968 0.00 -0.06 0.00
C 1.066886 5.234492 2.740575 0.02 0.01 -0.03
C 2.409671 5.519095 2.933876 0.03 0.01 0.00
C 3.335393 4.491227 3.032042 0.00 0.01 0.00
C 2.909183 3.171925 2.961567 -0.01 -0.01 -0.01
C 1.564791 2.889113 2.784862 -0.02 -0.06 0.02
H -2.631010 4.567210 0.034277 0.02 0.00 0.00
H -1.613687 3.775913 -1.164515 0.03 -0.01 0.00
H -2.103593 6.731197 0.793838 0.00 0.00 0.01
H -0.569342 8.659867 0.855962 0.01 0.00 0.00
H 1.730652 8.439971 -0.025675 -0.01 0.00 0.00
H 2.488521 6.292621 -0.984648 -0.01 -0.01 0.01
H 0.951601 4.366153 -1.059277 0.04 -0.07 -0.03
H -1.164716 2.890786 3.265417 0.02 -0.04 -0.02
H -1.445783 4.505757 2.620874 0.00 -0.01 -0.03
H 0.354487 6.044343 2.660735 -0.01 0.01 -0.01
H 2.732010 6.548696 3.011222 0.00 0.00 -0.01
H 4.382392 4.717776 3.181425 0.00 0.00 0.00
H 3.627126 2.367298 3.060185 0.01 0.00 0.00
H 1.222047 1.857326 2.783987 0.01 0.06 -0.01
O -1.269424 -0.529353 -2.238504 -0.21 -0.03 0.52
C -1.471046 -0.719575 -1.093512 -0.03 -0.11 -0.63
S -2.784200 -1.336747 -0.146541 -0.44 -0.05 -0.13
C -4.090739 -1.594576 -1.339147 0.14 -0.02 0.14
N -5.173515 -2.185231 -0.925604 -0.05 -0.02 -0.01
C -6.296322 -2.218887 -1.890442 0.02 -0.01 -0.01
C -5.664833 -1.987233 -3.263163 -0.01 0.01 0.02
S -4.082144 -1.106736 -2.961311 0.01 0.01 -0.04
H -5.301398 -2.507574 0.027702 0.01 -0.01 -0.01
H -7.002094 -1.434922 -1.614753 0.00 0.01 -0.01
H -6.789082 -3.186589 -1.831780 -0.02 0.01 0.00
H -6.279623 -1.358019 -3.901578 -0.02 -0.02 0.00
H -5.425213 -2.911775 -3.783727 0.01 0.00 0.01
F 2.727072 1.261118 0.191926 0.25 -0.04 0.25
Sb 3.562776 1.453928 -1.653754 0.07 -0.05 -0.24
F 2.927650 3.189792 -1.522544 -0.19 0.05 -0.02
F 4.627933 0.165091 -0.793341 -0.11 -0.08 0.03
F 5.121621 2.232260 -2.282730 0.03 0.01 0.13
F 3.439218 0.351988 -3.150017 -0.01 0.13 -0.08
F 1.526324 1.057332 -1.818159 0.02 -0.24 -0.16
```
Forces are in eV/Å.

Summary:
Charge: +3
LUMO energy (spin up / spin down) in eV: -9.353 / -10.970
Electronic energy in Eh: -3902.27277
Spin multiplicity: 2
Expectation value of S²: 0.754
Gap between HOMO and LUMO (spin up / spin down) in hartree: 0.2115 / 0.1521